Record 1
DFT (ωB97M-V/def2-TZVPD) results for a structure of composition C7H11O2P in a non-equilibrium geometry.

Geometry as XYZ:
```
21
Properties=species:S:1:pos:R:3:forces:R:3
C 2.38924 -1.86486 0.15006 1.194 -0.080 0.349
C 1.89332 -0.86875 0.58822 0.741 -2.034 -0.638
C -0.45400 0.29233 -0.86991 -0.779 1.457 -1.279
C 1.15300 0.21208 0.95909 -3.948 -0.101 3.649
C 0.64438 1.04394 -0.10036 -1.648 2.055 -1.314
C -0.15900 2.27761 0.40747 0.770 -1.789 1.120
C -1.53578 -2.17261 -0.02604 -0.519 -2.609 3.965
O -2.76644 0.05285 0.67676 0.642 0.322 -0.016
O -0.40762 -0.49420 1.59444 3.620 1.040 0.757
P -1.41377 -0.51604 0.43675 -2.743 0.534 -0.696
H 3.15652 -2.59019 0.05086 -0.199 -0.521 -0.405
H -1.21745 0.99980 -1.37580 1.475 -0.833 0.768
H -0.10979 -0.33503 -1.66056 0.330 -0.879 -0.342
H 1.40708 0.66806 1.91602 0.244 0.147 -0.276
H 1.58272 1.27745 -0.59728 -0.175 0.483 -0.960
H 0.30169 2.55655 1.34370 0.078 0.963 0.182
H -1.12748 1.83243 0.68653 0.051 0.975 -0.128
H -0.23792 3.04823 -0.33504 -0.059 0.353 -0.135
H -1.74180 -2.85539 0.95172 0.025 1.781 -2.150
H -2.23271 -2.39562 -0.76384 -1.084 -0.363 -1.360
H -0.55804 -2.44856 -0.22436 1.983 -0.901 -1.090
```
Positions in Å, forces in eV/Å.

Energy above the lowest of the compared OMol25 structures with the same formula, charge and spin   12.82 kcal/mol
Kohn-Sham gap   9.2 eV
2S+1   1

Mulliken analysis output, partial charges in e: -0.059, -0.977, -1.104, 0.490, 0.131, -1.257, -1.024, -0.746, -0.560, 0.979, 0.436, 0.388, 0.417, 0.377, 0.555, 0.383, 0.302, 0.355, 0.266, 0.341, 0.307


Record 2
DFT (ωB97M-V/def2-TZVPD) results for a cluster of 2 separate species, C7H11O4S in total in a non-equilibrium geometry.

Geometry as XYZ:
```
23
Properties=species:S:1:pos:R:3:forces:R:3
C -0.24715 0.54165 1.49819 3.162 -0.902 2.379
C -1.14771 0.10776 0.72080 -0.527 0.186 -1.074
C 2.81535 -1.89477 0.53987 1.949 -1.533 0.461
C -2.02827 1.06526 0.04507 -3.560 0.106 -2.546
C -1.28295 -1.25612 0.15399 -1.581 -1.913 -0.062
C 1.86534 0.79404 -0.97684 -0.312 0.471 -1.512
C 3.06437 -0.64136 1.24864 -0.735 1.028 -3.625
O 2.01616 -2.05872 -0.38547 -0.508 -0.205 -0.024
O 3.74160 -2.68509 0.95418 -1.115 0.332 -0.257
O 3.40070 1.89447 1.01164 -0.519 0.180 -0.420
O 4.41327 0.59344 -0.80917 0.278 -0.558 0.041
S 3.31628 0.75500 0.11133 -0.044 0.064 1.210
H 0.63857 -0.03911 1.85464 -0.571 0.967 0.120
H -2.62308 1.89130 0.55787 1.289 -1.136 -0.221
H -2.84572 0.41881 -0.53376 1.326 1.489 1.167
H -1.41947 1.47186 -0.78096 -0.406 0.330 0.239
H -2.26780 -1.50890 0.64721 0.399 -0.296 -1.055
H -0.64578 -2.14070 0.42454 0.141 1.522 -0.265
H -1.43234 -1.17717 -0.97165 0.253 -0.339 1.407
H 1.06559 1.49320 -0.60326 1.055 -0.634 -0.547
H 2.12076 0.82322 -2.12020 0.124 1.017 2.258
H 1.51852 -0.21922 -1.01059 -0.546 -0.714 0.829
H 3.18480 -0.57941 2.27698 0.448 0.537 1.495
```
Positions in Å, forces in eV/Å.

Energy above the lowest of the compared OMol25 structures with the same formula, charge and spin   101.63 kcal/mol
Charge   -1
Kohn-Sham gap (alpha / beta)   8.1 / 7.0 eV
2S+1   1

Mulliken analysis output, partial charges in e: -0.316, 0.657, 0.811, -1.122, -1.235, -0.667, -0.928, -0.670, -0.685, -0.706, -0.682, 1.182, 0.260, 0.334, 0.293, 0.214, 0.386, 0.265, 0.276, 0.223, 0.329, 0.159, 0.622


Record 3
DFT (ωB97M-V/def2-TZVPD) results for the ion C7H12 with charge -1 in a non-equilibrium geometry.

Geometry as XYZ:
```
19
Properties=species:S:1:pos:R:3:forces:R:3
C -2.78625 1.42717 0.91273 -0.735 -1.203 0.446
C -1.84060 0.45224 1.60512 -0.940 -2.711 0.382
C -0.74922 -0.14443 0.69613 -1.667 -2.924 1.425
C 0.25791 0.49895 0.07353 -0.254 -0.809 0.757
C 1.52017 -0.15240 -0.22059 -1.934 -0.502 -3.206
C 1.65718 -0.72395 -1.46489 -0.784 2.463 2.141
C 2.86407 -1.41365 -1.84587 -0.386 -0.837 -0.451
H -2.68447 2.41138 1.22753 0.575 2.078 0.614
H -2.71243 1.41986 -0.15995 0.205 -0.273 -0.463
H -3.81321 1.19019 1.18650 -0.249 -0.156 -0.181
H -2.53324 -0.34325 2.26502 1.584 1.124 -2.342
H -1.32329 0.77386 2.47661 0.577 1.646 0.762
H -0.71017 -1.27234 0.71302 0.060 1.103 0.029
H 0.15430 1.50873 -0.02643 -0.032 2.961 -0.650
H 2.23154 -0.09007 0.53722 1.554 -0.686 1.189
H 0.85179 -0.45557 -2.19606 0.774 -0.705 0.616
H 2.87513 -2.41396 -1.54029 -1.005 -2.539 0.049
H 3.76661 -1.26942 -1.36152 1.979 2.017 0.924
H 2.97421 -1.40335 -2.87779 0.678 -0.047 -2.041
```
Positions in Å, forces in eV/Å.

Energy above the lowest of the compared OMol25 structures with the same formula, charge and spin   60.01 kcal/mol
Charge   -1
Kohn-Sham gap (alpha / beta)   2.7 / 7.7 eV
2S+1   2

Mulliken analysis output, partial charges in e: -1.376, -0.501, -0.462, -1.083, -0.386, -0.026, -1.443, 0.328, 0.336, 0.518, 0.295, 0.291, 0.227, 0.453, 0.299, 0.378, 0.322, 0.486, 0.345


Record 4
DFT (ωB97M-V/def2-TZVPD) results for the ion C7H12 with charge -1 in a non-equilibrium geometry.

Geometry as XYZ:
```
19
Properties=species:S:1:pos:R:3:forces:R:3
C 0.68495 1.96924 0.95290 -0.156 -0.705 -0.231
C 1.03872 0.62995 0.30362 0.748 -0.238 0.390
C 2.32336 0.45957 -0.19749 -0.244 0.169 0.531
C -0.74915 -0.21031 -1.06137 0.116 -0.314 0.569
C -0.02366 -0.35089 0.12768 -0.064 -0.274 -2.081
C -0.08651 -1.66872 0.88241 -1.161 0.619 1.567
C -2.18120 -0.64526 -1.22935 0.037 0.065 0.612
H -0.11824 1.86544 1.68840 0.097 0.136 0.033
H 1.58408 2.38670 1.40404 0.022 0.198 0.104
H 0.34058 2.62987 0.14929 -0.007 0.279 0.107
H 2.46738 0.15371 -1.23042 0.125 -0.969 0.214
H 3.18349 0.90263 0.30573 -0.039 0.550 -0.358
H -0.16484 0.06577 -1.94340 -0.448 0.827 0.057
H -0.37774 -2.55294 0.30360 0.649 -0.035 -0.321
H 0.74976 -1.80381 1.57346 0.444 -0.218 -0.555
H -0.91276 -1.62184 1.61760 -0.097 0.071 -0.038
H -2.46374 -1.42037 -0.50714 0.162 -0.249 -0.088
H -2.82023 0.19806 -0.91520 -0.229 -0.026 -0.429
H -2.47425 -0.98682 -2.22438 0.047 0.115 -0.084
```
Positions in Å, forces in eV/Å.

Energy above the lowest of the compared OMol25 structures with the same formula, charge and spin   42.36 kcal/mol
Charge   -1
Kohn-Sham gap (alpha / beta)   4.1 / 6.7 eV
2S+1   2

Mulliken analysis output, partial charges in e: -1.392, -0.130, -0.832, -0.291, 0.437, -1.431, -1.009, 0.367, 0.431, 0.228, 0.203, 0.294, 0.269, 0.313, 0.446, 0.281, 0.293, 0.194, 0.332


Record 5
DFT (ωB97M-V/def2-TZVPD) results for an isolated molecule of C7H12 in a non-equilibrium geometry.

Geometry as XYZ:
```
19
Properties=species:S:1:pos:R:3:forces:R:3
C 1.42662 1.68306 0.22922 0.410 -0.939 -0.550
C 0.70298 0.62863 0.66429 0.321 0.727 1.673
C 1.01586 0.23222 2.10080 0.884 1.304 1.044
C -0.27643 -0.17837 -0.05322 -0.902 0.125 -0.666
C -0.80702 -1.47611 0.52471 2.017 0.392 0.671
C -0.78977 0.30883 -1.20045 0.687 0.967 -0.262
C -1.22151 -0.38136 -2.45184 -0.660 -0.616 -0.132
H 1.64870 1.95286 -0.79645 -0.734 -0.035 -0.158
H 2.12645 2.13525 0.91673 -0.141 0.164 0.210
H 0.19660 0.00633 2.78530 -0.054 -0.635 -0.444
H 1.48873 1.07546 2.63530 -0.341 0.222 -0.456
H 1.88140 -0.43371 2.17950 -0.659 -0.815 -0.220
H -0.89018 -1.39649 1.61693 -0.704 0.520 -0.268
H 0.02141 -2.20683 0.55939 -0.748 -0.561 -0.925
H -1.76482 -1.67835 0.05959 0.253 -0.813 0.020
H -0.75546 1.39536 -1.29956 0.555 -0.101 -0.178
H -2.30508 -0.46613 -2.55783 -0.147 -0.132 0.071
H -0.78436 -1.37876 -2.57050 -0.170 0.073 0.249
H -0.91412 0.17811 -3.34193 0.134 0.152 0.321
```
Positions in Å, forces in eV/Å.

Energy above the lowest of the compared OMol25 structures with the same formula, charge and spin   45.52 kcal/mol
SMILES   C=C(C)/C(C)=C/C
Kohn-Sham gap   8.8 eV
2S+1   1

Mulliken analysis output, partial charges in e: -1.135, 0.904, -1.554, 0.546, -1.329, -0.366, -1.308, 0.326, 0.286, 0.417, 0.416, 0.338, 0.339, 0.322, 0.379, 0.388, 0.314, 0.358, 0.359


Record 6
DFT (ωB97M-V/def2-TZVPD) results for an isolated molecule of C7H12.

Geometry as XYZ:
```
19
Properties=species:S:1:pos:R:3:forces:R:3
C 1.40264 -0.10705 -1.76301 0.041 -0.065 0.058
C -0.05634 -0.40946 -1.80702 0.106 0.327 0.073
C -0.80166 -1.15195 0.09191 0.013 -0.268 -0.137
C -0.50324 -0.71835 1.52189 -0.024 -0.040 0.138
C 0.25810 0.59907 1.42581 0.110 0.021 -0.024
C -0.37082 1.30379 0.21594 0.024 0.064 -0.042
C -0.86922 0.18566 -0.73392 -0.065 0.117 -0.220
H 2.00635 -0.93547 -2.14641 -0.087 0.126 0.026
H 1.46812 0.67483 -2.54001 -0.041 -0.065 0.029
H 1.86532 0.30545 -0.85315 -0.174 -0.054 -0.099
H -0.00026 -1.79213 -0.30533 0.072 -0.038 0.133
H -1.70588 -1.74986 -0.02244 0.033 0.175 0.013
H -1.44545 -0.55906 2.04113 -0.166 0.047 0.091
H 0.04167 -1.48209 2.06799 0.070 -0.105 0.123
H 0.19286 1.18323 2.34941 -0.005 -0.038 -0.151
H 1.31892 0.39937 1.25268 -0.037 0.023 -0.032
H 0.32671 1.99037 -0.27645 -0.096 -0.096 0.041
H -1.22900 1.90456 0.53931 0.097 -0.102 -0.064
H -1.89884 0.35908 -1.05833 0.131 -0.030 0.043
```
Positions in Å, forces in eV/Å.

Energy above the lowest of the compared OMol25 structures with the same formula, charge and spin   74.21 kcal/mol
Kohn-Sham gap   8.8 eV
2S+1   1

Mulliken analysis output, partial charges in e: -0.763, -0.726, -0.769, -0.572, -0.558, -0.992, 0.479, 0.310, 0.315, 0.238, 0.239, 0.370, 0.297, 0.351, 0.359, 0.240, 0.316, 0.374, 0.490


Record 7
DFT (ωB97M-V/def2-TZVPD) results for a cluster of 2 separate species, C7H12 in total in a non-equilibrium geometry.

Geometry as XYZ:
```
19
Properties=species:S:1:pos:R:3:forces:R:3
C 0.78284 -0.52805 1.20896 1.100 3.156 -1.169
C 0.40601 0.28984 -0.09946 1.242 -1.758 1.648
C 0.44691 -0.64574 -1.29460 0.823 -0.469 2.190
C -0.40396 1.50323 0.29702 1.063 0.187 -1.430
C 0.95473 1.61557 -0.25989 2.755 3.659 -1.086
H 0.48314 0.17406 1.95067 -0.498 0.023 1.200
H 1.85163 -0.59760 1.43794 -0.041 -0.755 -0.710
H 0.19566 -1.38576 1.25735 -0.520 -1.706 0.252
H -0.22346 -1.45366 -1.06421 -0.134 -0.532 -0.449
H 1.49243 -1.02259 -1.24487 -0.616 0.045 -0.348
H 0.27676 -0.23651 -2.23630 -0.484 0.868 -1.555
H -1.21574 1.87068 -0.23154 -1.390 0.502 -1.066
H -0.33730 1.81785 1.29780 -0.661 -0.258 1.352
H 1.68984 2.09726 0.42986 -0.390 -0.906 -0.410
H 1.12590 2.10719 -1.27450 -0.496 -1.191 1.125
C -2.67757 -0.99919 -0.50015 -0.378 -1.523 -2.144
C -1.98809 -0.53461 0.33812 -1.397 0.110 1.099
H -2.83520 -1.46734 -1.42396 -0.715 -0.394 -0.588
H -1.85272 0.14595 1.07313 0.736 0.942 2.090
```
Positions in Å, forces in eV/Å.

Energy above the lowest of the compared OMol25 structures with the same formula, charge and spin   114.78 kcal/mol
SMILES   CC1(C)CC1.C#C
Kohn-Sham gap   10.6 eV
2S+1   1

Mulliken analysis output, partial charges in e: -1.382, 1.401, -1.641, -1.416, -0.612, 0.375, 0.399, 0.436, 0.331, 0.353, 0.432, 0.451, 0.401, 0.213, 0.261, -0.192, -0.834, 0.366, 0.656


Record 8
DFT (ωB97M-V/def2-TZVPD) results for a structure of composition C7H12.

Geometry as XYZ:
```
19
Properties=species:S:1:pos:R:3:forces:R:3
C 0.72212 0.33959 -1.82987 0.085 -0.032 0.034
C -0.66499 -0.02833 -1.33282 -0.023 0.156 -0.166
C -1.35374 -1.02903 0.10206 0.038 0.097 0.268
C -0.23748 -1.45577 1.05035 0.005 -0.096 0.016
C 0.67345 -0.26339 1.40295 0.069 0.001 -0.033
C -0.16227 0.97138 1.01690 -0.018 0.033 0.012
C -1.19946 0.46342 0.00597 -0.080 0.080 0.016
H 1.05833 -0.34850 -2.61204 -0.062 0.096 0.112
H 0.68080 1.34413 -2.26808 0.015 -0.135 0.079
H 1.47852 0.35469 -1.04423 -0.132 -0.028 -0.107
H -1.42529 0.10187 -2.10531 0.085 -0.034 0.125
H -0.84626 -1.21573 -1.20109 0.105 -0.027 -0.097
H -0.82354 -1.74926 1.93430 0.086 0.006 -0.102
H 0.29942 -2.35890 0.74073 -0.092 0.146 0.011
H 0.95604 -0.25495 2.46104 -0.051 0.006 -0.155
H 1.60856 -0.31087 0.83526 -0.153 0.015 0.082
H 0.45033 1.79385 0.62758 -0.097 -0.116 0.037
H -0.69602 1.36054 1.89194 0.066 -0.056 -0.130
H -2.10198 1.07189 -0.06813 0.154 -0.112 0.000
```
Positions in Å, forces in eV/Å.

Energy above the lowest of the compared OMol25 structures with the same formula, charge and spin   78.68 kcal/mol
Kohn-Sham gap   8.9 eV
2S+1   1

Mulliken analysis output, partial charges in e: -1.242, -0.178, -0.564, -0.549, -0.562, -0.925, 0.070, 0.359, 0.318, 0.277, 0.491, 0.106, 0.331, 0.374, 0.366, 0.217, 0.300, 0.390, 0.422